This record from OMol25 describes a single C5H14N2 molecule at a distorted geometry. The level of theory is the ωB97M-V functional and the def2-TZVPD basis.

ORCA input file:
```
! wB97M-V def2-TZVPD RIJCOSX def2/J DEFGRID3
* xyz 0 1
C -2.62 -0.27 -1.07
N -1.40 0.30 -0.51
C -0.95 -0.29 0.76
C 0.21 0.48 1.36
C 1.18 1.05 0.32
C 1.80 0.04 -0.65
N 2.34 -1.13 0.05
H -2.54 -0.43 -2.14
H -2.80 -1.22 -0.56
H -3.50 0.28 -0.78
H -1.47 1.30 -0.39
H -1.83 -0.33 1.42
H -0.57 -1.30 0.57
H -0.13 1.35 1.95
H 0.82 -0.12 2.02
H 1.00 2.00 -0.18
H 2.06 1.36 0.92
H 2.58 0.54 -1.22
H 1.06 -0.24 -1.41
H 3.13 -1.50 -0.47
H 1.63 -1.86 0.00
*
```

Values from the calculation:
LUMO: 1.092 eV
Gap between HOMO and LUMO: 9.645 eV
M: 102.2 g mol⁻¹
SMILES: CNCCCCN
Energy above the lowest of the compared OMol25 structures with the same formula, charge and spin: 109.8 kJ/mol


This record from OMol25 describes 2 unconnected molecules or ions with the total composition C3H11N4. The level of theory is the ωB97M-V functional and the def2-TZVPD basis.

ORCA input file:
```
! wB97M-V def2-TZVPD RIJCOSX def2/J DEFGRID3
* xyz 1 1
N -0.78 -1.62 -1.38
C -0.20 -2.30 -0.34
N 1.05 -2.25 -0.10
H -0.17 -1.43 -2.17
H -1.70 -1.93 -1.64
H -0.90 -2.93 0.22
H 1.24 -2.81 0.74
C -0.16 1.87 0.66
C 0.75 1.15 0.00
N 1.70 1.65 -0.81
N -1.10 1.15 1.53
H -0.27 2.94 0.65
H 0.71 0.07 0.00
H 2.23 1.00 -1.36
H 1.61 2.57 -1.21
H -2.07 1.42 1.34
H -0.92 1.31 2.52
H -1.02 0.15 1.36
*
```

Values from the calculation:
LUMO: -3.391 eV
Gap between HOMO and LUMO: 9.418 eV
M: 103.1 g mol⁻¹
Energy above the lowest of the compared OMol25 structures with the same formula, charge and spin: 134.1 kJ/mol


This record from OMol25 describes a molecular structure, C24H60BN3O9SSi at a distorted geometry. The level of theory is the ωB97M-V functional and the def2-TZVPD basis.

ORCA input file:
```
! wB97M-V def2-TZVPD RIJCOSX def2/J DEFGRID3
* xyz 0 1
N 0.62 -1.16 0.17
C 0.46 0.08 -0.59
O 0.90 1.09 -0.14
C -0.23 -0.02 -1.95
C -1.30 1.08 -2.25
Si -2.61 1.46 -0.95
N -3.55 2.83 -1.49
N -1.94 1.93 0.62
C -2.13 1.08 1.46
S -2.17 -0.17 2.46
O -3.71 0.21 -0.69
B -3.72 -0.83 -1.60
O -3.97 -0.68 -2.97
O -3.45 -2.11 -1.12
H 1.23 -1.75 -0.40
H -0.26 -1.66 0.18
H -0.66 -1.00 -2.15
H 0.58 0.12 -2.69
H -1.77 0.80 -3.20
H -0.79 2.03 -2.44
H -2.92 3.62 -1.58
H -4.00 2.64 -2.38
H -3.39 -1.34 -3.38
H -2.83 -2.03 -0.39
C 1.62 0.58 7.69
C 0.44 -0.01 6.92
O -0.31 0.96 6.21
C 0.39 1.67 5.20
C 0.92 0.78 4.09
H 1.29 1.41 8.31
H 2.07 -0.18 8.32
H 2.39 0.95 7.01
H -0.25 -0.46 7.62
H 0.78 -0.80 6.24
H 1.20 2.26 5.64
H -0.33 2.37 4.78
H 1.72 0.13 4.44
H 1.32 1.39 3.27
H 0.12 0.15 3.69
C 6.91 1.16 -0.76
C 6.76 1.40 0.73
O 5.95 2.50 1.06
C 4.60 2.43 0.63
C 3.82 1.27 1.24
H 7.21 2.08 -1.26
H 7.66 0.39 -0.95
H 5.97 0.83 -1.21
H 7.75 1.61 1.16
H 6.40 0.49 1.23
H 4.55 2.40 -0.46
H 4.14 3.37 0.94
H 4.18 0.31 0.87
H 2.77 1.35 0.99
H 3.93 1.27 2.33
C -5.14 -7.37 -4.11
C -4.28 -7.22 -2.86
O -3.98 -5.88 -2.53
C -5.09 -5.05 -2.24
C -5.88 -5.52 -1.02
H -4.71 -6.81 -4.94
H -5.21 -8.42 -4.39
H -6.15 -7.00 -3.94
H -3.31 -7.71 -3.03
H -4.73 -7.73 -2.01
H -5.74 -4.96 -3.11
H -4.68 -4.06 -2.03
H -6.40 -6.46 -1.21
H -6.63 -4.77 -0.76
H -5.22 -5.67 -0.17
C -10.18 -1.66 -3.97
C -8.84 -2.24 -4.39
O -7.85 -1.26 -4.65
C -7.49 -0.44 -3.56
C -6.89 -1.20 -2.39
H -10.51 -0.90 -4.67
H -10.93 -2.45 -3.92
H -10.12 -1.20 -2.98
H -8.97 -2.79 -5.33
H -8.48 -2.96 -3.65
H -8.35 0.16 -3.23
H -6.75 0.26 -3.94
H -7.64 -1.84 -1.91
H -6.51 -0.51 -1.65
H -6.08 -1.84 -2.73
C 11.28 4.65 0.32
C 11.14 4.90 1.82
O 10.34 6.01 2.14
C 8.98 5.93 1.72
C 8.22 4.78 2.34
H 11.58 5.57 -0.19
H 12.02 3.88 0.13
H 10.33 4.32 -0.12
H 12.13 5.11 2.23
H 10.78 4.00 2.32
H 8.92 5.90 0.63
H 8.53 6.87 2.03
H 8.58 3.81 1.97
H 7.16 4.85 2.10
H 8.33 4.78 3.43
*
```

Values from the calculation:
LUMO: -0.027 eV
Gap between HOMO and LUMO: 9.409 eV
M: 605.7 g mol⁻¹


This record from OMol25 describes a molecular structure, C23H41N3O4P2Pb at a distorted geometry. The level of theory is the ωB97M-V functional and the def2-TZVPD basis.

ORCA input file:
```
! wB97M-V def2-TZVPD RIJCOSX def2/J DEFGRID3
* xyz 0 1
Pb 0.25 0.69 1.56
P -3.28 -0.12 -2.50
P 3.01 -0.32 2.21
N 1.09 0.16 -0.57
H -3.54 -0.86 -1.31
C -4.14 1.45 -2.36
H -4.88 1.53 -3.16
H -3.42 2.28 -2.44
H -4.65 1.52 -1.39
C -3.95 -1.07 -3.87
H -4.57 -0.42 -4.50
H -4.56 -1.89 -3.46
H -3.12 -1.50 -4.45
C -1.52 0.13 -2.67
H -1.15 -0.51 -3.49
H -0.98 -0.12 -1.75
H -1.32 1.18 -2.92
C 3.68 0.39 3.75
H 4.45 -0.26 4.18
H 2.85 0.51 4.47
H 4.09 1.39 3.54
C 3.24 -2.12 2.47
H 4.04 -2.29 3.20
H 3.49 -2.60 1.51
H 2.29 -2.53 2.84
C 4.30 0.09 0.97
H 5.29 -0.28 1.29
H 4.32 1.18 0.84
H 4.02 -0.37 0.01
C 1.77 0.92 -1.39
C 2.64 3.06 -2.26
C 1.86 2.37 -1.35
C 2.53 0.25 -2.44
C 3.31 0.96 -3.32
C 3.38 2.37 -3.24
H 2.69 4.15 -2.21
H 1.29 2.89 -0.57
H 2.47 -0.84 -2.48
H 3.89 0.43 -4.09
H 4.00 2.93 -3.94
C -2.86 -0.74 0.72
O -1.68 -0.32 0.55
C -3.97 0.20 1.08
H -4.17 0.13 2.16
H -4.89 -0.07 0.55
H -3.68 1.23 0.85
C -3.13 -2.20 0.80
H -3.17 -2.51 1.86
H -2.32 -2.75 0.31
H -4.09 -2.45 0.35
C 1.07 -2.04 7.02
C -0.11 -2.89 6.57
C -1.05 -2.18 5.56
C -2.24 -3.12 5.19
C -1.82 -4.47 4.61
C -1.64 -0.92 6.20
O -1.85 -0.77 7.39
N -1.98 0.08 5.29
C -1.39 0.28 4.05
O -1.66 1.31 3.39
N -0.50 -0.65 3.62
C -0.28 -1.81 4.28
O 0.56 -2.62 3.84
H 1.75 -1.84 6.18
H 1.63 -2.59 7.78
H 0.72 -1.10 7.45
H 0.25 -3.82 6.12
H -0.73 -3.16 7.44
H -2.84 -3.27 6.09
H -2.88 -2.58 4.47
H -0.90 -4.37 4.03
H -1.67 -5.20 5.42
H -2.62 -4.85 3.97
H -2.48 0.88 5.66
*
```

Values from the calculation:
LUMO: -0.752 eV
Gap between HOMO and LUMO: 3.629 eV
M: 692.7 g mol⁻¹
Energy above the lowest of the compared OMol25 structures with the same formula, charge and spin: 0.0 kJ/mol


This record from OMol25 describes 2 unconnected molecules or ions with the total composition C3H7OPS2 at a distorted geometry. The level of theory is the ωB97M-V functional and the def2-TZVPD basis.

ORCA input file:
```
! wB97M-V def2-TZVPD RIJCOSX def2/J DEFGRID3
* xyz 0 1
O 0.24 2.32 -0.03
P -0.85 2.36 1.26
S -0.34 0.55 2.23
S -2.54 1.93 -0.01
H 1.01 2.73 0.32
H 0.18 -0.13 1.08
H -3.24 2.28 0.97
C -0.90 -1.53 -0.76
C 0.28 -1.79 -0.85
C 1.76 -1.73 -0.95
H -1.89 -1.86 -0.55
H 2.10 -1.89 -2.03
H 2.05 -0.73 -0.51
H 2.12 -2.52 -0.16
*
```

Values from the calculation:
LUMO: 0.528 eV
Gap between HOMO and LUMO: 9.560 eV
M: 154.2 g mol⁻¹
SMILES: OP(S)S.C#CC
Energy above the lowest of the compared OMol25 structures with the same formula, charge and spin: 284.2 kJ/mol


This record from OMol25 describes 2 unconnected molecules or ions with the total composition C3H8NO4 at a distorted geometry. The level of theory is the ωB97M-V functional and the def2-TZVPD basis.

ORCA input file:
```
! wB97M-V def2-TZVPD RIJCOSX def2/J DEFGRID3
* xyz 0 2
O 1.08 1.46 -0.41
C 0.77 0.29 -0.52
O 1.41 -0.74 -0.67
C -0.94 -0.03 -0.61
C -1.53 1.23 0.00
O -2.91 1.08 0.37
N -1.19 -1.24 0.03
H -1.12 0.00 -1.68
H -1.50 2.12 -0.62
H -0.99 1.49 0.92
H -3.20 0.17 0.28
H -1.04 -1.11 1.02
H -0.46 -1.90 -0.24
H 2.23 -1.32 1.42
H 3.23 -1.18 0.36
O 3.11 -1.64 1.20
*
```

Values from the calculation:
LUMO (alpha / beta): 0.293 / -3.508 eV
Gap between HOMO and LUMO (alpha / beta): 10.814 / 7.483 eV
⟨S²⟩: 0.756
M: 122.1 g mol⁻¹
Energy above the lowest of the compared OMol25 structures with the same formula, charge and spin: 0.0 kJ/mol


This record from OMol25 describes 2 unconnected molecules or ions with the total composition C35H35N5O5Si at a distorted geometry. The level of theory is the ωB97M-V functional and the def2-TZVPD basis.

ORCA input file:
```
! wB97M-V def2-TZVPD RIJCOSX def2/J DEFGRID3
* xyz 0 1
N 3.44 -3.76 0.21
C 2.84 -3.54 1.19
C 2.13 -3.34 2.42
C 1.66 -2.07 2.82
C 1.11 -1.94 4.11
N 0.59 -0.84 4.79
O 0.39 0.33 4.50
O 0.14 -1.33 6.04
N 0.37 -2.67 6.16
C 0.94 -3.03 4.98
C 1.36 -4.34 4.55
N 1.24 -5.52 5.37
O 0.78 -5.48 6.53
O 1.66 -6.59 4.85
C 1.92 -4.46 3.27
H 1.79 -1.17 2.22
H 2.18 -5.46 2.91
C -3.19 4.38 -2.01
Si -2.05 4.42 -0.55
C -0.49 5.34 -0.98
C -2.83 5.05 1.02
O -1.72 2.84 -0.18
C -0.87 1.77 -0.51
C -0.45 1.89 -1.99
C 0.79 2.45 -2.32
C 1.19 2.49 -3.66
C 0.34 2.01 -4.66
C -0.95 1.57 -4.33
C -1.37 1.57 -2.99
C 0.32 1.74 0.50
C 0.15 2.30 1.77
C 1.15 2.17 2.73
C 2.35 1.53 2.42
C 2.55 1.00 1.14
C 1.52 1.10 0.19
C -1.74 0.49 -0.26
C -2.50 0.45 1.08
C -1.83 -0.62 1.93
C -1.16 -1.56 0.92
N -0.93 -0.72 -0.23
C -0.17 -1.12 -1.26
C 0.58 -2.28 -1.27
C 0.78 -3.00 -2.50
C 1.77 -4.00 -2.62
C 1.96 -4.68 -3.82
C 1.20 -4.36 -4.95
C 0.21 -3.38 -4.85
C -0.02 -2.73 -3.64
H -3.50 5.41 -2.24
H -2.69 3.96 -2.89
H -4.07 3.77 -1.80
H -0.72 6.41 -0.95
H 0.32 5.13 -0.28
H -0.15 5.09 -2.00
H -3.17 6.08 0.87
H -3.69 4.44 1.30
H -2.11 5.04 1.85
H 1.45 2.85 -1.55
H 2.17 2.89 -3.91
H 0.67 1.99 -5.70
H -1.64 1.23 -5.10
H -2.40 1.32 -2.73
H -0.77 2.84 2.00
H 0.99 2.59 3.72
H 3.12 1.42 3.19
H 3.49 0.51 0.87
H 1.68 0.66 -0.80
H -2.49 0.42 -1.06
H -2.59 1.43 1.56
H -3.51 0.10 0.83
H -1.06 -0.17 2.57
H -2.53 -1.17 2.58
H -0.23 -2.00 1.29
H -1.82 -2.40 0.65
H -0.20 -0.48 -2.15
H 1.05 -2.63 -0.35
H 2.40 -4.20 -1.76
H 2.72 -5.46 -3.88
H 1.38 -4.87 -5.90
H -0.40 -3.12 -5.73
H -0.84 -2.00 -3.57
*
```

Values from the calculation:
LUMO: -2.622 eV
Gap between HOMO and LUMO: 4.185 eV
M: 633.8 g mol⁻¹
Energy above the lowest of the compared OMol25 structures with the same formula, charge and spin: 0.0 kJ/mol


This record from OMol25 describes a molecular structure, C5H17N2O at a distorted geometry. The level of theory is the ωB97M-V functional and the def2-TZVPD basis.

ORCA input file:
```
! wB97M-V def2-TZVPD RIJCOSX def2/J DEFGRID3
* xyz 2 2
N -3.41 -0.41 -0.03
C -2.26 0.43 -0.17
C -1.43 -0.87 -0.33
N 0.36 -0.28 -0.39
C 0.74 1.16 -0.44
C 2.21 1.55 -0.20
C 0.94 -0.95 -1.57
H 1.44 -0.45 3.94
H -3.92 -0.36 0.86
H -4.09 -0.26 -0.78
H -2.31 1.12 -1.00
H -2.03 0.99 0.74
H -1.73 -1.59 -1.08
H -1.32 -1.31 0.66
H 0.07 1.76 0.19
H 0.51 1.40 -1.48
H 2.42 2.17 0.67
H 2.91 0.72 -0.06
H 2.57 1.99 -1.12
H 0.87 -0.38 -2.49
H 0.46 -1.91 -1.78
H 2.02 -1.04 -1.49
H 2.20 -1.80 3.57
H 0.75 -0.77 0.44
O 2.02 -0.90 3.31
*
```

Values from the calculation:
LUMO (alpha / beta): -7.798 / -13.196 eV
Gap between HOMO and LUMO (alpha / beta): 9.473 / 4.073 eV
⟨S²⟩: 0.766
M: 121.2 g mol⁻¹
Energy above the lowest of the compared OMol25 structures with the same formula, charge and spin: 386.7 kJ/mol


This record from OMol25 describes a molecular structure, C33H19BBrCl2F16N2O4Re at a distorted geometry. The level of theory is the ωB97M-V functional and the def2-TZVPD basis.

ORCA input file:
```
! wB97M-V def2-TZVPD RIJCOSX def2/J DEFGRID3
* xyz 0 1
Re -0.43 1.17 -0.97
C -3.95 -0.02 3.90
C -2.57 0.07 3.29
C -1.76 -0.96 3.17
C -0.39 -0.83 2.60
C -0.12 0.43 1.79
N 0.84 0.56 0.94
C 1.99 -0.26 0.78
C 2.50 -0.94 1.88
C 3.65 -1.71 1.80
C 4.33 -1.83 0.60
C 5.56 -2.70 0.46
C 3.86 -1.10 -0.48
C 2.72 -0.30 -0.42
C 2.42 0.61 -1.63
O 1.45 1.54 -1.35
C 3.69 1.47 -1.95
F 3.38 2.56 -2.66
F 4.60 0.78 -2.67
F 4.27 1.88 -0.82
C 2.02 -0.16 -2.92
F 2.01 0.65 -3.98
F 2.81 -1.20 -3.21
F 0.76 -0.65 -2.79
C -1.05 1.57 2.02
C -2.15 1.37 2.76
C -0.77 2.93 1.34
O -0.22 2.84 0.08
C 0.25 3.73 2.21
F 1.41 3.07 2.30
F -0.22 3.90 3.46
F 0.50 4.93 1.69
C -2.07 3.79 1.17
F -2.61 4.22 2.34
F -3.01 3.07 0.54
F -1.82 4.87 0.43
H -4.10 -0.98 4.39
H -4.71 0.09 3.12
H -4.10 0.78 4.63
H -2.02 -1.95 3.54
H 0.27 -0.77 3.47
H 2.02 -0.84 2.84
H 4.01 -2.23 2.68
H 5.85 -3.13 1.42
H 6.40 -2.12 0.07
H 5.37 -3.52 -0.24
H 4.42 -1.16 -1.41
H -2.81 2.20 2.95
Br 2.51 -3.73 -0.73
C 1.03 -4.65 -0.01
C 1.02 -6.03 -0.07
C -0.04 -6.73 0.47
C -1.08 -6.05 1.09
C -1.05 -4.67 1.17
C 0.00 -3.95 0.61
C -0.03 -2.45 0.71
O -0.01 -2.10 2.01
O 0.02 -1.71 -0.23
H 1.84 -6.55 -0.55
H -0.05 -7.81 0.41
H -1.91 -6.60 1.52
H -1.86 -4.14 1.64
Cl 0.72 3.91 -3.38
C -0.95 3.81 -3.77
C -1.48 4.73 -4.65
C -2.81 4.65 -5.02
C -3.62 3.65 -4.51
C -3.09 2.73 -3.62
Cl -4.09 1.50 -2.97
C -1.75 2.80 -3.22
N -1.26 1.89 -2.29
H -0.83 5.50 -5.06
H -3.22 5.37 -5.71
H -4.66 3.57 -4.79
F -4.46 -0.03 -0.47
B -3.22 -0.61 -0.49
F -2.24 0.55 -0.04
F -3.09 -1.57 0.50
F -2.79 -1.02 -1.74
*
```

Values from the calculation:
LUMO: -1.635 eV
Gap between HOMO and LUMO: 7.041 eV
M: 1159.3 g mol⁻¹


This record from OMol25 describes a single C22H24N4O5 molecule at a distorted geometry. The level of theory is the ωB97M-V functional and the def2-TZVPD basis.

ORCA input file:
```
! wB97M-V def2-TZVPD RIJCOSX def2/J DEFGRID3
* xyz 0 1
C 0.48 4.99 1.83
C 1.86 4.72 1.16
C 1.84 3.47 0.26
O 2.07 2.25 1.01
C 0.89 1.56 1.13
C 0.13 1.62 2.27
C -1.04 0.91 2.40
C -1.54 0.11 1.38
C -2.84 -0.70 1.48
C -3.59 -0.62 2.83
N -4.10 0.73 3.04
N -2.81 -1.13 3.96
N -4.77 -1.50 2.73
C -0.76 0.04 0.23
C 0.43 0.75 0.11
C 1.20 0.55 -1.18
O 1.86 1.40 -1.72
C 1.09 -0.85 -1.75
C 2.28 -1.47 -2.39
C 2.88 -2.58 -1.80
C 4.00 -3.05 -2.45
C 4.50 -2.50 -3.62
N 3.92 -1.46 -4.19
C 2.86 -0.99 -3.55
C -0.05 -1.53 -1.64
C -0.28 -2.95 -2.14
C -0.34 -3.03 -3.66
O -1.29 -2.63 -4.29
O 0.73 -3.63 -4.28
C -1.19 -0.84 -0.93
O -2.34 -0.96 -1.30
H 0.57 4.96 2.92
H 0.16 6.00 1.55
H -0.31 4.32 1.46
H 2.10 5.57 0.52
H 2.67 4.59 1.89
H 2.66 3.56 -0.46
H 0.90 3.44 -0.29
H 0.44 2.21 3.13
H -1.58 0.98 3.33
H -3.52 -0.46 0.65
H -2.56 -1.75 1.32
H -3.77 1.32 2.29
H -3.74 1.13 3.90
H -1.83 -1.19 3.73
H -3.10 -2.08 4.14
H -5.53 -1.01 2.27
H -4.50 -2.32 2.20
H 2.50 -3.04 -0.90
H 4.53 -3.90 -2.02
H 5.39 -2.94 -4.05
H 2.39 -0.11 -3.99
H -1.27 -3.25 -1.77
H 0.42 -3.66 -1.70
H 0.94 -3.05 -5.03
*
```

Values from the calculation:
LUMO: -1.095 eV
Gap between HOMO and LUMO: 8.149 eV
M: 424.5 g mol⁻¹
SMILES: CCCOc1ccc(CC(N)(N)N)c2c1C(=O)C(c1cccnc1)=C(CC(=O)O)C2=O
Energy above the lowest of the compared OMol25 structures with the same formula, charge and spin: 211.3 kJ/mol